# 1
Molecular formula: C16H20Br2CoN3O6
Method: DFT, ωB97M-V/def2-TZVPD

XYZ file:
```
48
Properties=species:S:1:pos:R:3
Br 3.413 -1.521 -2.931
Br -0.892 0.513 -5.978
Co 0.620 0.418 0.659
O 0.473 0.437 2.834
O 1.347 1.225 4.736
O 2.761 0.499 1.575
O 2.323 3.886 0.738
O 1.635 -0.428 -0.580
O 0.900 2.186 0.612
N -0.637 0.731 -0.696
N -0.134 -1.498 0.951
N -2.030 -3.883 -0.170
C 1.745 -0.674 -2.989
C -0.754 0.644 -3.121
C -2.438 1.766 -1.812
C -1.965 1.370 -3.032
C 2.130 2.707 0.727
C 1.110 -0.432 -4.228
C 1.138 -0.279 -1.823
C 3.221 1.651 0.827
C -1.737 1.458 -0.624
C -0.100 0.208 -4.302
C 1.430 0.792 3.512
C -2.044 -3.150 1.160
C -0.117 0.357 -1.908
C -1.583 -1.702 1.050
C -2.206 1.966 0.700
C 2.830 0.658 2.976
H -3.293 1.936 0.761
H -1.420 -3.735 1.834
H -1.938 -1.195 1.948
H -2.514 -4.782 -0.093
H 3.481 1.284 -0.164
H -2.500 1.627 -3.937
H 0.334 -1.826 1.793
H 4.108 2.074 1.294
H -1.776 1.411 1.534
H 0.303 -1.960 0.157
H 0.423 1.258 5.036
H 3.239 -0.257 3.415
H -2.503 -3.346 -0.902
H -3.345 2.349 -1.734
H -1.083 -4.087 -0.498
H -2.063 -1.206 0.203
H 3.457 1.491 3.294
H -3.072 -3.196 1.513
H -1.887 3.004 0.815
H 1.608 -0.749 -5.134
```

Its multiplicity is 1. The value obtained for the energy above the lowest of the compared OMol25 structures with the same formula, charge and spin is 0.0 kJ/mol. The HOMO energy (alpha / beta) is -13.496 / -13.494 eV. The total charge is +2. The maximum force comes out at 0.020 hartree/bohr.

Atomic partial charges in e from the Löwdin method, atoms 1 to 2: atom 1 (Br): 0.865, atom 2 (Br): 0.861

---

# 2
Molecular formula: C30H46FeN9O2Si
Method: DFT, ωB97M-V/def2-TZVPD

XYZ file:
```
89
Properties=species:S:1:pos:R:3
Fe 0.244 0.041 -0.278
Si 2.752 -1.063 1.350
O -0.499 1.829 1.108
O 1.849 0.044 -1.868
N -0.730 -1.582 -1.477
N -2.110 -2.762 -0.007
N -0.991 1.243 -1.694
N 1.564 0.191 1.276
N -2.307 -3.125 -2.256
N -2.104 -2.881 2.314
N 2.846 1.348 -3.435
N -3.351 3.640 -4.158
N -0.975 -1.144 1.180
C 2.164 -0.889 -4.066
C -3.203 4.224 0.584
C -2.209 -4.339 2.327
C 3.276 -1.581 3.073
C -1.183 2.884 -3.431
C 1.473 1.223 2.196
C 5.180 0.648 -3.412
C -1.666 -2.437 -1.270
C -1.753 2.417 1.171
C 4.152 1.597 -2.785
C 2.218 0.197 -3.025
C -1.768 -2.289 3.601
C -2.790 1.769 1.819
C -2.328 1.241 -1.614
C 1.069 3.278 4.123
C -1.944 3.641 0.557
C 3.612 -1.109 -4.581
C -3.150 2.019 -2.392
C 4.316 -0.615 0.431
C 1.995 -2.579 0.532
C -4.261 3.576 1.207
C -1.669 -2.212 1.198
C 0.357 2.071 2.187
C 2.228 2.521 4.127
C -4.051 2.349 1.826
C 2.426 1.522 3.184
C 0.125 3.053 3.126
C -2.582 2.872 -3.344
C 4.708 -0.816 -3.530
C -0.448 2.076 -2.593
H 1.495 -0.599 -4.881
H 4.102 -0.482 -0.626
H 3.788 -0.506 -5.476
H 1.770 -1.794 -3.605
H -4.340 3.708 -4.010
H 6.099 0.675 -2.823
H 4.080 -0.954 3.461
H 2.450 -1.536 3.788
H 3.650 -2.609 3.052
H 4.431 2.638 -2.934
H -2.754 -4.633 3.220
H 1.372 -2.330 -0.329
H -4.223 1.977 -2.253
H 3.703 -2.149 -4.894
H -2.037 -1.234 3.612
H -0.705 -2.389 3.844
H 4.035 1.426 -1.717
H -2.758 0.568 -0.880
H -2.928 4.306 -4.778
H 5.430 1.017 -4.412
H -1.227 -4.820 2.345
H -0.523 -1.493 -2.467
H -3.354 5.190 0.118
H -2.873 -3.410 0.052
H -1.106 4.127 0.073
H 2.773 -3.264 0.180
H -4.871 1.845 2.322
H 5.580 -1.420 -3.778
H 4.362 -1.167 -2.554
H 2.993 2.708 4.870
H -0.679 3.528 -4.140
H -2.078 -2.947 -3.216
H -3.024 -3.800 -2.067
H 3.343 0.953 3.202
H -5.244 4.028 1.223
H 0.632 2.117 -2.626
H 4.731 0.321 0.816
H -2.763 -4.727 1.476
H -2.599 0.826 2.313
H 5.081 -1.391 0.534
H -2.350 -2.788 4.372
H -0.616 -0.865 2.087
H 1.370 -3.125 1.245
H -0.777 3.649 3.086
H 0.897 4.043 4.867
H 2.963 1.365 -4.441
```

Its multiplicity is 5. The value obtained for the energy above the lowest of the compared OMol25 structures with the same formula, charge and spin is 0.0 kJ/mol. The HOMO energy (alpha / beta) is -8.716 / -8.778 eV. The total charge is +1. The maximum force comes out at 0.012 hartree/bohr.

Atomic partial charges in e from the Löwdin method, atoms 1 to 2: atom 1 (Fe): 0.766, atom 2 (Si): 0.374

---

# 3
Molecular formula: C38H63BaF4N11OP
Method: DFT, ωB97M-V/def2-TZVPD

XYZ file:
```
119
Properties=species:S:1:pos:R:3
Ba -0.146 0.481 0.794
P 0.681 -4.831 -0.143
F 5.196 0.141 -0.355
F 4.067 2.569 -4.229
F 2.860 0.821 0.753
F 1.770 3.297 -3.166
O -2.811 0.565 0.793
N 0.557 -3.329 -0.618
N 1.505 -1.428 -4.532
N 1.134 2.467 -0.399
N -0.902 0.163 3.621
N 0.474 -0.393 -2.075
N -4.035 -0.287 2.483
N -0.630 -5.776 -0.522
N -0.850 3.488 1.496
N 1.032 -4.977 1.467
N -1.097 -2.539 0.914
N 1.933 -5.624 -0.905
C -1.397 -7.800 -1.690
C 1.933 -2.024 -3.209
C -5.144 1.081 0.817
C 1.479 -6.243 3.522
C -0.120 0.815 4.485
C -0.475 1.079 5.795
C -1.794 -5.160 -1.179
C 2.505 -7.174 -2.713
C 1.863 -5.830 -2.347
C 4.735 1.371 -2.316
C 2.248 2.213 -1.074
C 1.103 -5.053 4.412
C 0.091 -0.915 -4.470
C -0.620 -7.247 -0.504
C 3.203 1.352 -0.460
C -2.285 3.624 1.262
C 3.646 -7.501 -1.738
C 0.231 3.543 -0.751
C 3.300 -5.398 -0.422
C -0.172 -2.304 0.017
C -0.102 4.306 0.524
C 1.821 -0.931 -2.166
C 0.935 -3.765 3.583
C 4.296 -6.208 -1.260
C -0.009 0.108 -3.342
C -1.716 0.644 6.234
C 1.635 -3.888 2.238
C -3.900 0.422 1.350
C -0.548 3.917 2.858
C -2.942 -1.055 3.075
C -3.025 -6.018 -0.937
C 2.633 2.591 -2.388
C 4.382 0.965 -1.036
C -2.875 -7.393 -1.607
C -2.094 -0.268 4.049
C -2.531 -0.040 5.349
C 0.733 -6.215 2.197
C 3.818 2.182 -2.963
H -3.305 -7.372 -2.610
H -2.616 4.666 1.386
H -0.706 3.158 -1.192
H 0.843 1.147 4.107
H 0.178 -5.273 4.949
H 0.205 1.607 6.448
H -1.127 3.325 3.569
H 1.267 -7.185 4.030
H 0.818 -5.797 -2.661
H 2.884 -7.122 -3.737
H 0.414 -7.590 -0.525
H 2.377 -5.009 -2.867
H 2.553 -6.235 3.319
H 2.523 -0.128 -2.406
H -3.911 -5.501 -1.309
H 2.131 -0.647 -4.749
H 2.091 -1.365 -1.203
H -3.436 -8.141 -1.044
H -1.294 -8.885 -1.718
H 1.602 -2.109 -5.283
H -2.540 3.299 0.254
H -2.833 3.000 1.969
H -1.068 -7.623 0.424
H 1.534 -2.969 1.666
H 4.377 -8.156 -2.212
H -0.347 -6.299 2.377
H 1.876 -4.919 5.170
H 1.029 -7.080 1.597
H -0.153 -0.492 -5.443
H 4.625 -5.627 -2.127
H 3.252 -8.039 -0.873
H -1.216 -3.540 1.139
H -5.202 2.096 1.215
H -0.120 -3.563 3.383
H -0.110 -1.117 -1.625
H 0.632 4.251 -1.478
H -3.498 -0.411 5.664
H -6.051 0.547 1.095
H 1.325 -2.900 4.125
H -4.956 -0.370 2.876
H -0.949 -7.420 -2.612
H -1.935 -4.153 -0.793
H 1.260 -2.849 -2.972
H 2.953 -2.387 -3.330
H 5.188 -6.404 -0.664
H 3.346 -5.722 0.619
H -3.394 -1.896 3.601
H -5.072 1.147 -0.265
H 0.560 1.006 -3.614
H 2.709 -4.064 2.385
H 3.559 -4.330 -0.447
H 0.846 4.594 0.980
H 5.680 1.104 -2.764
H -1.622 -5.068 -2.262
H 1.755 -7.967 -2.694
H 0.513 3.774 3.065
H -2.314 -1.461 2.273
H -1.053 0.410 -3.253
H -0.660 5.228 0.301
H -0.537 -1.784 -4.276
H -2.037 0.827 7.251
H -0.791 4.978 3.020
H -3.155 -6.130 0.143
```

Its multiplicity is 1. The value obtained for the energy above the lowest of the compared OMol25 structures with the same formula, charge and spin is 232.3 kJ/mol. The HOMO energy is -8.630 eV. The total charge is +1. The maximum force comes out at 0.009 hartree/bohr.

Atomic partial charges in e from the Löwdin method, atoms 1 to 2: atom 1 (Ba): 1.820, atom 2 (P): 0.661

---

# 4
Molecular formula: C4H7N
Method: DFT, ωB97M-V/def2-TZVPD

XYZ file:
```
12
Properties=species:S:1:pos:R:3
N 1.958 1.587 0.154
C -0.149 -1.465 -0.428
C 1.056 1.507 -0.591
C -1.066 -0.334 -0.324
C -1.083 0.586 0.628
H 2.786 1.568 0.859
H -1.604 -0.056 -1.282
H -0.624 0.809 1.522
H -0.005 -1.847 0.624
H -0.531 -2.432 -0.897
H 0.943 -1.314 -0.716
H -1.681 1.392 0.451
```

Its multiplicity is 1. The value obtained for the energy above the lowest of the compared OMol25 structures with the same formula, charge and spin is 319.0 kJ/mol. The HOMO energy is -8.969 eV. The maximum force comes out at 0.081 hartree/bohr.

Atomic partial charges in e from the Löwdin method, atoms 1 to 2: atom 1 (N): 0.039, atom 2 (C): -0.162

---

# 5
Molecular formula: C33H51INO6PS
Method: DFT, ωB97M-V/def2-TZVPD

XYZ file:
```
94
Properties=species:S:1:pos:R:3
I 1.102 -4.126 1.980
S -6.026 -2.232 -2.481
P -4.510 -3.456 -2.612
O -0.181 1.138 -6.195
O 1.394 -4.830 -1.320
O 1.293 -1.470 0.510
O -1.096 0.830 -2.176
O -0.283 6.198 0.937
O 2.983 2.707 5.473
N -1.657 -6.115 -2.219
C 0.688 2.263 -6.083
C -1.206 2.565 1.909
C 0.121 -1.214 0.575
C -1.682 -1.159 -1.008
C -2.725 -1.643 -1.761
C -2.758 -6.063 -1.603
C 0.025 0.540 2.399
C -2.347 2.912 -0.337
C -0.354 7.018 2.105
C -1.409 -3.273 0.195
C 3.452 1.969 4.342
C -3.110 -2.955 -1.546
C -1.013 -1.958 -0.078
C -1.261 0.277 -1.127
C 1.930 1.879 -5.292
C -0.883 -4.250 1.244
C 2.121 -3.001 -2.716
C 3.598 -4.990 -2.292
C -1.030 0.896 0.218
C -1.966 -4.307 2.410
C 4.559 2.742 3.644
C -0.453 1.801 2.786
C 3.933 0.596 4.790
C 0.184 8.407 1.793
C 2.536 -4.068 -1.715
C -3.544 2.413 -0.676
C 0.421 6.365 3.240
C -2.496 -3.764 -0.583
C -1.484 -4.091 3.840
C -1.510 2.133 0.615
C -0.048 3.421 -5.426
C -3.054 -5.167 -0.413
C -0.299 0.125 1.125
H -3.227 -1.010 -2.478
H -4.882 -4.776 -2.339
H -4.006 -3.400 -3.924
H 1.656 1.557 -4.284
H -0.441 0.880 -5.302
H 2.914 -3.592 -0.810
H 5.401 2.901 4.324
H 3.880 -5.752 -1.564
H 3.217 -5.511 -3.175
H 4.202 3.726 3.336
H 1.230 8.350 1.478
H 0.644 6.125 0.686
H -0.918 -5.229 0.790
H 2.444 1.045 -5.771
H -1.988 3.847 -0.752
H -3.581 -6.684 -1.954
H -0.381 3.142 -4.422
H -3.964 2.495 -1.670
H -0.377 8.858 0.974
H -4.093 1.861 0.080
H 0.971 2.538 -7.100
H 3.722 2.816 6.081
H -2.736 -3.569 2.193
H 3.131 0.058 5.297
H -0.226 2.154 3.782
H 4.758 0.692 5.502
H -2.697 -5.684 0.468
H 1.694 -3.460 -3.612
H 0.120 9.062 2.663
H 0.628 -0.076 3.049
H 2.625 2.717 -5.212
H -4.133 -5.088 -0.284
H -1.004 -5.457 -1.777
H 1.356 -2.353 -2.285
H -0.853 -4.890 4.212
H 4.920 2.211 2.763
H 0.588 4.304 -5.349
H 2.971 -2.385 -3.014
H 0.028 5.370 3.448
H -1.409 7.087 2.372
H -1.036 -3.110 3.972
H 1.474 6.245 2.969
H 2.590 1.847 3.685
H 0.367 6.958 4.154
H 4.272 -0.002 3.943
H -2.424 -5.294 2.388
H 4.492 -4.434 -2.578
H -1.603 3.527 2.204
H 1.039 -5.259 -2.108
H -0.938 3.682 -5.999
H -2.372 -4.103 4.479
```

Its multiplicity is 1. The HOMO energy is -8.812 eV. The SMILES is [H]/N=C\Cc1c([PH2]=S)cc2c(c1[C@@H](I)CC)C(=O)c1cccc(C=C)c1C2=O.CC(C)O.CC(C)O.CC(C)O.CC(C)O. The maximum force comes out at 0.030 hartree/bohr.

Atomic partial charges in e from the Löwdin method, atoms 1 to 2: atom 1 (I): 1.082, atom 2 (S): 0.106

---

# 6
Molecular formula: C13H26Cl2CoNOP2S
Method: DFT, ωB97M-V/def2-TZVPD

XYZ file:
```
47
Properties=species:S:1:pos:R:3
Co 0.542 -1.241 0.716
Cl -0.285 -3.206 0.487
Cl -1.570 0.703 -2.871
S 1.200 0.915 1.169
P 1.589 -0.535 -1.653
P -2.097 0.168 0.341
O -0.828 2.805 -1.446
N 0.891 0.266 3.698
C 1.554 -1.741 4.773
C 2.207 -2.150 3.610
C 1.486 -0.113 2.491
C 2.166 -1.354 2.462
C -1.107 2.256 -2.472
C 3.288 0.005 -1.213
C -2.205 1.145 1.888
C -1.204 2.929 -3.803
C -3.371 1.228 -0.522
C -3.284 -1.195 0.645
C 0.888 -0.535 4.803
C 1.805 -2.210 -2.358
C 1.511 0.378 -3.264
H -4.257 -0.797 0.973
H 2.010 -2.917 -1.544
H -3.400 -1.752 -0.296
H 1.410 1.458 -3.086
H -4.340 1.304 -0.005
H 2.713 -3.115 3.586
H -0.826 3.949 -3.825
H -3.259 1.405 2.086
H 2.603 -2.223 -3.119
H -2.233 2.932 -4.187
H 0.323 -0.168 5.682
H -0.530 2.322 -4.436
H -2.960 2.234 -0.664
H 2.418 0.217 -3.869
H 0.331 1.125 3.717
H 2.724 -1.632 1.565
H -2.855 -1.877 1.385
H 3.982 -0.173 -2.053
H 0.651 0.052 -3.866
H -1.608 2.056 1.713
H 3.624 -0.521 -0.309
H 1.540 -2.374 5.669
H 3.232 1.082 -0.979
H -1.771 0.577 2.722
H 0.844 -2.496 -2.812
H -3.542 0.814 -1.527
```

Its multiplicity is 5. The HOMO energy (alpha / beta) is -15.055 / -15.596 eV. The total charge is +2. The maximum force comes out at 0.082 hartree/bohr.

Atomic partial charges in e from the Löwdin method, atoms 1 to 2: atom 1 (Co): 0.012, atom 2 (Cl): 0.093